No. 1
{
  "formula": "C4H26B4O2Zr",
  "method": "the ωB97M-V functional and the def2-TZVPD basis",
  "de_lowest_kcal_mol": 7.1,
  "homo_energy_ev": -10.01,
  "e_lumo_ev": 0.24,
  "total_energy_ha": -464.72736,
  "gap_ev": 10.255,
  "species": ["Zr", "B", "H", "H", "H", "H", "B", "H", "H", "H", "H", "B", "H", "H", "H", "H", "B", "H", "H", "H", "H", "C", "O", "C", "C", "O", "C", "H", "H", "H", "H", "H", "H", "H", "H", "H", "H"],
  "positions_angstrom": [[0.4253, 0.5841, -0.3585], [1.9547, 0.0751, 1.2913], [2.2627, 0.6503, 0.3264], [1.5703, -0.9837, 0.9390], [2.8540, 0.0060, 2.0786], [1.0428, 0.6921, 1.6941], [-1.5654, 1.0633, -1.4979], [-1.2670, -0.0251, -1.1829], [-0.5897, 1.4648, -2.0324], [-2.5142, 1.1086, -2.2325], [-1.7599, 1.7622, -0.5732], [1.6938, 0.1111, -2.1787], [2.2558, -0.0055, -3.2267], [0.5728, -0.2085, -2.2376], [2.1432, -0.5933, -1.3510], [1.6912, 1.2094, -1.7595], [0.5641, 2.8818, 0.1896], [0.9992, 3.8355, 0.7741], [1.4981, 2.2507, -0.1490], [-0.1203, 2.1745, 0.8371], [0.0014, 3.2452, -0.8097], [0.5105, -2.7845, -1.2489], [-0.0662, -1.7725, -0.4226], [-1.0048, -2.2531, 0.5423], [-1.0532, -1.2732, 1.6818], [-1.0950, 0.0624, 1.2022], [-1.9414, 0.9141, 2.0057], [-0.0443, -3.7172, -1.1579], [1.5670, -2.9054, -1.0162], [0.4156, -2.4737, -2.2897], [-0.7116, -3.2326, 0.9243], [-1.9631, -2.3536, 0.0204], [-0.1103, -1.3602, 2.2337], [-1.8131, -1.5445, 2.4139], [-2.2030, 1.7793, 1.4072], [-1.3616, 1.2412, 2.8681], [-2.8385, 0.3749, 2.2953]],
  "forces_ev_per_angstrom": [[-0.1778, 0.2705, -0.1239], [1.4430, -0.5516, 1.6172], [1.2794, 0.5340, -0.7295], [-0.2078, -0.6372, -0.3457], [-0.1187, 0.0373, -0.0727], [-0.7285, 0.5554, 0.6841], [-1.7766, 0.7627, -1.1240], [-0.5576, -1.3506, -0.0213], [0.7833, 0.4549, -0.5161], [0.1840, -0.2238, -0.0386], [-0.0472, 0.0606, 0.7135], [1.3581, -0.9391, -1.7080], [-0.1093, 0.0998, 0.0954], [-1.3176, -0.3568, -0.5411], [0.4573, -0.4502, 0.7265], [0.3234, 1.3067, 0.0329], [-0.0471, 2.5123, -0.6356], [-0.0239, -0.3024, 0.2576], [1.1266, -0.3844, -0.2306], [-0.6493, -0.3400, 0.7881], [-0.0818, -0.0549, 0.1619], [-0.1069, 0.0576, -0.6591], [-0.0797, -0.3928, 0.4288], [-0.4909, 0.1011, -0.5632], [1.4386, -0.6190, 0.7161], [-1.8049, -0.6628, 0.7329], [0.4276, 0.2953, -0.1217], [0.0905, -0.0257, 0.2567], [-0.0463, -0.0967, 0.1647], [0.0897, 0.1109, 0.0680], [0.1022, 0.0395, 0.0198], [-0.0807, 0.0202, 0.1977], [-0.0300, -0.0675, 0.0138], [-0.4788, 0.3745, -0.3513], [-0.0263, -0.0346, -0.0670], [-0.1148, -0.0391, 0.1640], [-0.0010, -0.0642, 0.0096]],
  "lowdin_charge": [1.498, -0.371, -0.041, 0.012, 0.043, -0.004, -0.375, -0.032, -0.007, 0.035, -0.010, -0.382, 0.047, -0.030, 0.005, -0.001, -0.377, 0.033, -0.041, -0.039, 0.025, -0.048, -0.363, -0.149, -0.177, -0.396, -0.021, 0.099, 0.106, 0.100, 0.141, 0.147, 0.126, 0.142, 0.086, 0.114, 0.104]
}



No. 2
{
  "formula": "C4H26BO21",
  "method": "the ωB97M-V functional and the def2-TZVPD basis",
  "de_lowest_kcal_mol": 139.6,
  "homo_energy_ev": -7.65,
  "charge": -1,
  "e_lumo_ev": 1.44,
  "total_energy_ha": -1773.08177,
  "gap_ev": 9.095,
  "species": ["O", "C", "O", "B", "O", "C", "O", "O", "C", "O", "C", "O", "O", "O", "H", "H", "O", "H", "H", "O", "H", "H", "O", "H", "H", "O", "H", "H", "O", "H", "H", "O", "H", "H", "O", "H", "H", "O", "H", "H", "O", "H", "H", "O", "H", "H", "O", "H", "H", "O", "H", "H"],
  "positions_angstrom": [[-0.3274, 1.3377, 2.8282], [0.0452, 0.6799, 1.8916], [-0.1119, 1.0681, 0.7312], [0.0650, -0.1430, -0.0938], [0.2214, -1.1812, 0.8818], [0.4011, -0.6654, 1.9663], [1.0978, -1.2367, 2.7858], [1.0793, -0.1628, -1.0402], [0.4703, -0.2786, -2.1037], [1.1188, -0.6941, -3.1094], [-0.9132, -0.3372, -1.9941], [-1.2417, -0.3147, -0.8367], [-1.5754, -0.4870, -2.9985], [3.1804, -2.4116, 1.2530], [2.2063, -2.8518, 1.3760], [3.3535, -2.3122, 0.2215], [-4.2098, -0.3997, -2.0598], [-4.2133, 0.1093, -1.2401], [-3.3420, -0.5422, -2.3693], [3.3044, -1.9389, -1.3683], [3.4441, -2.6962, -2.0290], [2.7578, -1.3577, -1.8843], [0.6520, 0.5622, 5.4754], [1.5502, 0.4187, 5.3852], [0.0421, -0.0031, 4.8946], [0.8722, -4.0671, 1.3031], [0.7021, -4.8140, 1.9143], [0.5122, -3.1482, 1.5742], [-1.9988, 2.6696, 4.8897], [-1.6927, 1.8603, 4.5877], [-1.8394, 2.8337, 5.7490], [1.3839, 0.6520, -5.4608], [2.3353, 0.4326, -5.7320], [1.2219, -0.0070, -4.7505], [2.1142, -3.6891, 3.8581], [2.1233, -3.9824, 2.9755], [2.2595, -2.7094, 3.8567], [-3.4755, 1.4462, -4.3756], [-3.2892, 1.1032, -3.4917], [-4.0390, 2.1874, -4.2234], [0.5708, 3.7837, -0.6689], [0.8411, 3.2867, -1.4800], [0.8401, 3.2202, 0.1559], [1.0769, 3.9764, 2.5199], [0.5813, 3.3470, 2.7999], [0.7006, 4.7166, 2.9291], [-2.5926, 3.0626, 0.0977], [-3.1188, 2.2362, 0.1308], [-1.7773, 2.8694, 0.4600], [-0.8980, -2.0893, -5.6027], [-0.9884, -1.9219, -4.6476], [-1.4807, -1.4174, -5.9318]],
  "forces_ev_per_angstrom": [[0.3125, 0.4977, 1.3445], [-2.5266, 3.7086, 5.5179], [0.5657, 0.9040, -5.4714], [-2.4402, 0.5526, 1.9329], [-1.7496, -3.6132, -6.4567], [5.2356, -2.5004, 5.6489], [-1.3996, 0.7108, 1.3999], [2.2271, 1.6145, 3.8184], [6.3792, -3.3630, -8.6908], [-1.8866, 1.4580, 2.0220], [-2.5366, -0.2323, -7.0326], [-1.4760, 0.2680, 6.5387], [-1.0566, -0.0310, -0.0613], [-2.4184, -1.0627, -1.7228], [4.0933, 1.5164, -1.0506], [-1.0011, -0.3406, 2.9934], [-2.5568, 0.3971, 0.7571], [0.4065, -0.2765, -0.2884], [1.9726, -0.2634, -0.3329], [0.9925, -2.3553, -1.9980], [-0.1550, 1.4941, 1.6177], [-0.6307, 0.8083, -0.3319], [-4.7290, -0.0636, 0.1425], [2.4271, -1.0658, -0.9714], [2.4246, 1.1347, 1.0121], [-0.6578, 1.1050, -0.0307], [-0.3767, 1.3530, -0.1533], [0.2686, -2.7303, 0.0678], [-2.3607, 2.0818, -4.0187], [1.3026, -2.2072, -0.4289], [1.1552, 0.2590, 4.4253], [2.2498, -0.8192, -0.3390], [-2.1247, 0.5627, 0.5122], [-0.1380, 0.4626, -0.4860], [0.1244, 1.3479, 2.5207], [0.3774, -0.0616, -1.6788], [-0.2195, -1.4414, -0.4529], [0.6672, -0.6011, -0.1098], [-0.1271, -0.0509, -0.2634], [-0.6043, 0.7711, 0.1283], [0.8824, -1.8856, 1.1830], [-0.2456, 0.4594, 1.2405], [-0.5761, 1.5872, -2.4113], [5.5867, 4.9247, -3.5292], [-5.0763, -7.1022, 2.8519], [-0.5993, 1.9968, 0.6774], [-3.4886, -0.1252, -1.3071], [0.6562, 0.8218, 0.0992], [2.8168, -0.6705, 1.1572], [0.1318, -0.4021, 0.9307], [0.3107, -0.1488, -0.3128], [-0.4088, 0.6159, -0.6094]],
  "lowdin_charge": [0.169, -0.465, 0.311, -0.845, 0.328, -0.466, 0.155, 0.376, -0.367, 0.104, -0.498, 0.359, 0.152, -0.184, 0.033, 0.023, -0.033, 0.040, -0.045, -0.049, 0.118, 0.007, -0.060, -0.015, 0.069, -0.094, 0.074, 0.075, 0.022, -0.032, -0.028, -0.115, 0.064, -0.019, -0.068, -0.048, 0.044, -0.049, -0.008, 0.015, -0.104, 0.046, 0.060, 0.063, -0.102, 0.032, -0.023, 0.046, -0.043, -0.059, 0.012, 0.022]
}